Entry 1:
Below is a cluster of 2 separate species, CHClFNO2 in total in a non-equilibrium geometry, with properties calculated with ωB97M-V with the def2-TZVPD basis set.

Geometry as ORCA input:
```
! wB97M-V def2-TZVPD RIJCOSX def2/J DEFGRID3
* xyz 0 1
C -0.5264 0.3479 0.2512
N -0.2384 -0.9582 -0.1184
O -0.4905 -1.1508 -1.2869
O 0.3446 -1.6884 0.6466
F -0.2469 0.6653 1.4631
Cl 2.3074 1.6892 -0.4641
H -1.1498 1.0949 -0.4914
*
```

The frontier orbital gap (spin up / spin down) is 9.53 / 6.11 eV. The relative energy (zero: lowest compared OMol25 entry of this formula, charge and spin) comes out at 3.537 eV.

Entry 2:
Below is the ion CHClFO2S2 with charge -1 in a non-equilibrium geometry, with properties calculated with ωB97M-V with the def2-TZVPD basis set.

Geometry as ORCA input:
```
! wB97M-V def2-TZVPD RIJCOSX def2/J DEFGRID3
* xyz -1 1
O 0.9629 -1.5024 -0.6443
S -0.0352 -0.7772 0.1103
O -0.6583 -1.4299 1.2255
S -1.8002 -0.3223 -1.1455
C 0.4286 0.8319 0.7235
F 1.5717 0.3896 1.4115
Cl 1.0332 1.8436 -0.6155
H -1.5028 0.9669 -1.0656
*
```

Its SMILES is O=[S@]([O-])(S)=C(F)Cl. The frontier orbital gap is 7.05 eV. The relative energy (zero: lowest compared OMol25 entry of this formula, charge and spin) comes out at 2.038 eV.

Entry 3:
Below is a structure of composition CHClN2O2S in a non-equilibrium geometry, with properties calculated with ωB97M-V with the def2-TZVPD basis set.

Geometry as ORCA input:
```
! wB97M-V def2-TZVPD RIJCOSX def2/J DEFGRID3
* xyz 0 1
C -1.6443 -0.7623 1.0895
N -2.5949 -1.1072 1.6107
N 1.5061 0.0147 -0.2292
O -0.1231 0.6151 -1.9612
O -0.1962 2.0725 0.0064
S -0.0151 0.7330 -0.4961
Cl 1.5153 -1.5704 -0.8620
H 1.5522 0.0047 0.8419
*
```

The frontier orbital gap (spin up / spin down) is 7.47 / 7.55 eV. The relative energy (zero: lowest compared OMol25 entry of this formula, charge and spin) comes out at 4.276 eV.

Entry 4:
Below is a structure of composition CHClNO2S in a non-equilibrium geometry, with properties calculated with ωB97M-V with the def2-TZVPD basis set.

Geometry as ORCA input:
```
! wB97M-V def2-TZVPD RIJCOSX def2/J DEFGRID3
* xyz -1 1
C 0.1979 -0.5409 -0.6871
N 0.9432 -0.0112 0.3990
O -1.0386 -0.1091 -0.6926
O 0.7284 -1.1402 -1.6163
S 2.2507 -0.4932 0.9991
Cl -1.6125 1.6726 1.4705
H -1.4692 0.6219 0.1273
*
```

The frontier orbital gap (spin up / spin down) is 6.90 / 7.05 eV. The relative energy (zero: lowest compared OMol25 entry of this formula, charge and spin) comes out at 0.690 eV.

Entry 5:
Below is a cluster of 2 separate species, CHClNO6S in total in a non-equilibrium geometry, with properties calculated with ωB97M-V with the def2-TZVPD basis set.

Geometry as ORCA input:
```
! wB97M-V def2-TZVPD RIJCOSX def2/J DEFGRID3
* xyz -1 3
C -0.3836 -0.4863 -0.2871
N -2.6488 0.5717 0.1323
O 2.5807 -1.0835 0.8254
O -2.9814 1.5137 -0.5093
O -2.9317 0.3800 1.2737
O 2.6887 1.3752 0.3982
O 2.2464 -0.1604 -1.4531
O 0.4720 0.4027 0.1457
S 2.1891 0.0754 -0.0274
Cl -0.8973 -1.7550 0.7969
H -0.3341 -0.8336 -1.2952
*
```

The frontier orbital gap (spin up / spin down) is 7.29 / 6.34 eV. The relative energy (zero: lowest compared OMol25 entry of this formula, charge and spin) comes out at 0.000 eV.

Entry 6:
Below is the ion CHClO2PS with charge -1 in a non-equilibrium geometry, with properties calculated with ωB97M-V with the def2-TZVPD basis set.

Geometry as ORCA input:
```
! wB97M-V def2-TZVPD RIJCOSX def2/J DEFGRID3
* xyz -1 3
C -0.1858 0.9374 -0.2078
O -0.0706 -1.1965 1.7878
O 1.8593 -0.6653 -0.5426
P 0.0144 -0.6547 0.4300
S 0.1442 2.4550 0.4242
Cl -1.3064 -1.6842 -0.6765
H -0.4551 0.8083 -1.2150
*
```

The frontier orbital gap (spin up / spin down) is 5.96 / 6.43 eV. The relative energy (zero: lowest compared OMol25 entry of this formula, charge and spin) comes out at 1.518 eV.

Entry 7:
Below is a cluster of 2 separate species, CHClO2S in total in a non-equilibrium geometry, with properties calculated with ωB97M-V with the def2-TZVPD basis set.

Geometry as ORCA input:
```
! wB97M-V def2-TZVPD RIJCOSX def2/J DEFGRID3
* xyz 0 1
C -0.0275 0.5948 -1.1031
O 2.0058 -0.6828 -0.3011
O -0.6530 1.5766 -1.2584
S 0.6547 -0.8140 -0.9507
Cl -1.3812 0.1467 1.6553
H -0.5988 -0.8213 1.9581
*
```

The frontier orbital gap is 8.00 eV. The relative energy (zero: lowest compared OMol25 entry of this formula, charge and spin) comes out at 1.349 eV.

Entry 8:
Below is a structure of composition CHClO3S in a non-equilibrium geometry, with properties calculated with ωB97M-V with the def2-TZVPD basis set.

Geometry as ORCA input:
```
! wB97M-V def2-TZVPD RIJCOSX def2/J DEFGRID3
* xyz 0 1
C 0.5296 -0.1293 0.1728
O -0.0892 -0.8311 0.8699
O -0.9788 1.2358 -0.3869
O 1.3650 0.4174 -0.3917
S -2.1764 0.6053 0.2531
Cl 3.2905 -0.5910 -0.5459
H -1.9407 -0.7071 0.0287
*
```

The frontier orbital gap (spin up / spin down) is 8.52 / 7.73 eV. The relative energy (zero: lowest compared OMol25 entry of this formula, charge and spin) comes out at 3.594 eV.

Entry 9:
Below is a structure of composition CHCuFLiO3 in a non-equilibrium geometry, with properties calculated with ωB97M-V with the def2-TZVPD basis set.

Geometry as ORCA input:
```
! wB97M-V def2-TZVPD RIJCOSX def2/J DEFGRID3
* xyz 3 2
Li -3.1394 0.1825 0.6210
O -0.4602 -0.2144 -0.4726
H -0.8946 -1.5363 -0.4869
O 1.6463 -0.0266 0.0251
O -1.4699 -0.8371 0.2581
C 0.5771 0.5059 -0.0960
F 0.3626 1.7555 -0.0454
Cu 3.3780 0.1705 0.1967
*
```

The frontier orbital gap (spin up / spin down) is 9.75 / 5.53 eV.

Entry 10:
Below is a structure of composition CHCuO3 in a non-equilibrium geometry, with properties calculated with ωB97M-V with the def2-TZVPD basis set.

Geometry as ORCA input:
```
! wB97M-V def2-TZVPD RIJCOSX def2/J DEFGRID3
* xyz 0 3
O 0.4198 0.7002 0.0135
C -0.6372 -0.0102 -0.0378
O -1.8015 0.3584 0.0574
Cu 2.0448 -0.1269 0.0556
O -0.3304 -1.3361 -0.0667
H -1.0647 -1.8450 0.2956
*
```

The frontier orbital gap (spin up / spin down) is 8.58 / 7.20 eV. The relative energy (zero: lowest compared OMol25 entry of this formula, charge and spin) comes out at 0.052 eV.

Entry 11:
Below is an isolated molecule of CHF2NO2 in a non-equilibrium geometry, with properties calculated with ωB97M-V with the def2-TZVPD basis set.

Geometry as ORCA input:
```
! wB97M-V def2-TZVPD RIJCOSX def2/J DEFGRID3
* xyz 0 1
O 2.5151 -0.3657 -0.0552
N 1.3833 -0.5804 0.1534
O 0.5461 0.5756 -0.0603
C -0.7403 0.1311 -0.0468
F -1.4420 0.6183 -1.0762
F -1.3710 0.5324 1.0713
H -0.8912 -0.9114 0.0137
*
```

Its SMILES is O=NOC(F)F. The frontier orbital gap is 10.84 eV. The relative energy (zero: lowest compared OMol25 entry of this formula, charge and spin) comes out at 0.000 eV.

Entry 12:
Below is a structure of composition CHF3IO3PS in a non-equilibrium geometry, with properties calculated with ωB97M-V with the def2-TZVPD basis set.

Geometry as ORCA input:
```
! wB97M-V def2-TZVPD RIJCOSX def2/J DEFGRID3
* xyz 0 1
C -2.0751 0.5056 0.7341
O 1.3906 0.3952 1.2233
O 0.8489 -0.2713 -1.1830
O -0.1052 1.4589 -2.6887
F -3.2978 0.1215 0.3424
F -2.0931 0.8120 2.0355
F -1.2339 -0.5835 0.5785
P 1.4827 -0.6800 0.2545
S 0.4492 1.3168 -1.3831
I 3.7510 -1.1830 -0.3739
H 0.8828 -1.8922 0.4605
*
```

The frontier orbital gap (spin up / spin down) is 9.31 / 7.27 eV. The relative energy (zero: lowest compared OMol25 entry of this formula, charge and spin) comes out at 0.344 eV.

Entry 13:
Below is a cluster of 3 separate species, CHF3N3 in total in a non-equilibrium geometry, with properties calculated with ωB97M-V with the def2-TZVPD basis set.

Geometry as ORCA input:
```
! wB97M-V def2-TZVPD RIJCOSX def2/J DEFGRID3
* xyz 1 1
C -2.3184 1.0987 2.1823
N -1.5322 1.5451 1.4922
N 0.7955 2.9980 1.4653
N 0.1326 2.5616 0.6964
F -3.1978 0.5021 2.8724
F -0.3053 2.4757 -0.4576
F -0.3421 -0.1199 -0.1156
H -0.5425 -0.9132 -0.6047
*
```

The frontier orbital gap is 10.44 eV. The relative energy (zero: lowest compared OMol25 entry of this formula, charge and spin) comes out at 0.300 eV.

Entry 14:
Below is the ion CHF3N3O3P with charge -2 in a non-equilibrium geometry, with properties calculated with ωB97M-V with the def2-TZVPD basis set.

Geometry as ORCA input:
```
! wB97M-V def2-TZVPD RIJCOSX def2/J DEFGRID3
* xyz -2 1
H 0.2071 0.6397 0.0252
N -0.7151 0.4779 0.2176
C -0.9658 -0.7550 -0.0256
N -2.3079 -1.1958 0.3712
F -3.1624 -0.2150 0.8770
F -3.0402 -1.5428 -0.8804
N -0.0559 -1.5984 -0.3234
F -0.4701 -2.9287 -0.6720
P 1.8729 -1.1686 -0.0645
O 1.9695 -0.5642 1.3230
O 1.7853 -0.2015 -1.2186
O 2.5046 -2.4406 -0.3345
*
```

Its SMILES is [H]/N=C(/N(F)F)N(F)P(=O)([O-])[O-]. The frontier orbital gap is 6.94 eV. The relative energy (zero: lowest compared OMol25 entry of this formula, charge and spin) comes out at 0.000 eV.

Entry 15:
Below is a structure of composition CHF4FeN3O14S4 in a non-equilibrium geometry, with properties calculated with ωB97M-V with the def2-TZVPD basis set.

Geometry as ORCA input:
```
! wB97M-V def2-TZVPD RIJCOSX def2/J DEFGRID3
* xyz -1 6
Fe 0.0003 0.6072 0.0939
O 0.9073 3.1734 2.7375
C 0.8250 2.2308 1.8207
O 1.0222 2.4699 0.5958
O 0.4078 1.0637 2.0707
H 1.0308 3.9960 2.2437
N -2.1247 1.9958 -0.8236
O -3.0986 2.2872 -1.4452
O -1.0538 1.5860 -1.4141
O -2.0198 1.9753 0.4123
N 1.5130 -0.1781 -0.8060
S 2.5365 -1.3598 -0.1223
O 3.9170 -1.0832 -0.0955
O 2.0895 -2.6831 -0.3070
F 2.0632 -1.0872 1.3663
S 2.2904 -0.0737 -2.2533
O 2.3055 -1.3090 -2.9461
O 3.4538 0.7197 -2.1764
F 1.2167 0.7801 -3.0070
N -1.2441 -0.8166 0.4389
S -1.5624 -2.1209 -0.6466
O -2.7474 -1.9100 -1.3916
O -1.2191 -3.4046 -0.1891
F -0.5541 -1.6655 -1.7843
S -2.2742 -1.3580 1.5736
O -1.7996 -2.3196 2.4968
O -3.6116 -1.4770 1.1136
F -2.2696 -0.0388 2.4442
*
```

The frontier orbital gap (spin up / spin down) is 10.75 / 8.33 eV. The relative energy (zero: lowest compared OMol25 entry of this formula, charge and spin) comes out at 0.467 eV.

Entry 16:
Below is a structure of composition CHF4NNiO4S2 in a non-equilibrium geometry, with properties calculated with ωB97M-V with the def2-TZVPD basis set.

Geometry as ORCA input:
```
! wB97M-V def2-TZVPD RIJCOSX def2/J DEFGRID3
* xyz 0 3
Ni -1.1551 -2.4248 0.5729
N -0.0710 0.3256 -0.0317
S 0.6202 -1.1781 -0.7075
O 0.4629 -0.9053 -2.1614
O 2.0432 -1.3761 -0.3375
S -0.4451 0.3213 1.4951
O -1.0440 -1.0384 1.8056
O -1.2699 1.4586 1.8664
C 0.9625 0.3528 2.7141
F 1.6303 -0.7846 2.6653
F 1.7528 1.3659 2.4111
F 0.4885 0.5063 3.9383
F -2.7110 -1.3393 -1.1267
H -1.9166 -0.4888 -1.0264
*
```

The frontier orbital gap (spin up / spin down) is 8.02 / 6.85 eV.

Entry 17:
Below is a structure of composition CHF4NO4S2Tl in a non-equilibrium geometry, with properties calculated with ωB97M-V with the def2-TZVPD basis set.

Geometry as ORCA input:
```
! wB97M-V def2-TZVPD RIJCOSX def2/J DEFGRID3
* xyz 1 1
Tl 0.6816 1.9465 0.4428
N 0.3741 -1.2159 0.1289
S 1.5043 -0.1577 -0.6741
O 2.8131 -0.7516 -0.2851
O 1.2223 -0.2809 -2.1317
S -0.9309 -0.6080 0.7187
O -0.8128 0.8831 0.9704
O -1.4879 -1.3700 1.8240
C -2.2712 -0.6286 -0.5818
F -1.9323 0.1519 -1.5921
F -2.4217 -1.8686 -1.0124
F -3.4076 -0.2000 -0.0591
F 3.4580 2.5131 1.2134
H 3.2112 1.5867 1.0380
*
```

The frontier orbital gap (spin up / spin down) is 6.14 / 6.23 eV.

Entry 18:
Below is a cluster of 2 separate species, CHF6N4 in total in a non-equilibrium geometry, with properties calculated with ωB97M-V with the def2-TZVPD basis set.

Geometry as ORCA input:
```
! wB97M-V def2-TZVPD RIJCOSX def2/J DEFGRID3
* xyz 1 1
C 0.1686 0.1416 0.0676
N -3.1118 1.1049 -0.2957
N -3.5227 0.0420 -0.0251
N -3.7088 -1.1035 -0.1564
N 0.4094 1.3546 0.8679
F -0.7891 -0.5651 0.7306
F -3.7993 2.1689 -0.3934
F -0.4231 0.4934 -1.1214
F -3.3673 -1.9682 0.7486
F 1.3765 2.1001 0.2920
F -0.7378 2.1095 0.9140
H 1.1656 -0.2070 -0.2772
*
```

The frontier orbital gap is 6.37 eV. The relative energy (zero: lowest compared OMol25 entry of this formula, charge and spin) comes out at 0.224 eV.

Entry 19:
Below is a cluster of 2 separate species, CHFI2S in total in a non-equilibrium geometry, with properties calculated with ωB97M-V with the def2-TZVPD basis set.

Geometry as ORCA input:
```
! wB97M-V def2-TZVPD RIJCOSX def2/J DEFGRID3
* xyz 0 3
C -0.5799 0.7518 -1.0278
F -1.1909 1.9073 -1.1727
S -0.9943 -0.5420 -1.8683
I 2.1868 -1.2881 1.2821
I 0.2128 -1.5691 3.0596
H 0.3655 0.7400 -0.2730
*
```

The frontier orbital gap (spin up / spin down) is 7.51 / 5.66 eV. The relative energy (zero: lowest compared OMol25 entry of this formula, charge and spin) comes out at 0.000 eV.

Entry 20:
Below is a structure of composition CHFLiO3Tb in a non-equilibrium geometry, with properties calculated with ωB97M-V with the def2-TZVPD basis set.

Geometry as ORCA input:
```
! wB97M-V def2-TZVPD RIJCOSX def2/J DEFGRID3
* xyz 4 7
Li 2.8318 1.6768 -0.4241
O 0.1534 0.6307 -0.1033
H -0.4643 1.5647 -0.4732
O -1.1000 -0.9101 0.7750
O 0.9140 1.6145 -0.7319
C -0.0954 -0.6380 0.1823
F 0.6197 -1.4423 -0.4821
Tb -2.8592 -2.4963 1.2574
*
```

The frontier orbital gap (spin up / spin down) is 5.42 / 4.12 eV.